(1)
This record from the OMol25 dataset describes a cluster of 6 separate species, C17H49IO18P2S6 in total. The level of theory is ωB97M-V with the def2-TZVPD basis set.

Geometry as XYZ:
```
93
Properties=species:S:1:pos:R:3:forces:R:3:mulliken_charge:R:1
C 1.3956 -2.4115 2.4727 0.093 -0.118 -0.180 -1.20
P 0.7939 -0.6943 2.6190 0.017 0.000 0.374 0.49
C -1.1144 -1.2705 2.6768 -0.246 0.020 -0.188 -0.72
S -2.0930 -0.2797 1.6265 -0.001 -0.306 0.195 0.82
O -1.8558 -0.6805 0.2656 0.131 0.048 -0.295 -0.53
O -1.9602 1.0942 2.0165 -0.014 0.280 0.032 -0.59
P 2.9674 0.0904 2.8087 0.261 -0.043 -0.043 -0.15
O 3.5723 -0.2309 1.3134 -0.115 -0.280 0.139 -0.26
I 2.4232 2.4734 2.6500 -0.161 0.049 -0.029 0.03
H 0.7330 -3.0234 1.8698 -0.096 -0.025 -0.003 0.41
H 2.3944 -2.4431 2.0449 0.071 0.071 -0.019 0.50
H 1.4565 -2.8276 3.4766 -0.097 -0.003 0.096 0.34
H 0.5821 0.0514 1.4378 0.023 -0.054 -0.058 0.05
H 0.6015 -0.1788 3.9173 -0.056 0.142 0.027 -0.02
H -1.5266 -1.1495 3.6803 0.171 0.043 0.130 0.20
H -1.2748 -2.2934 2.3400 0.023 -0.075 0.004 0.35
H -3.3602 -0.6666 1.9134 -0.109 0.021 0.064 0.06
H 2.9049 -0.4374 0.6401 0.156 0.268 -0.286 0.30
O 2.7558 5.6654 1.7234 -0.067 0.027 0.138 -0.62
S 3.8145 5.9999 0.8219 -0.065 0.066 -0.106 1.22
O 5.1319 5.5083 1.0696 0.112 -0.058 0.019 -0.61
O 3.8574 7.5792 0.6535 0.044 -0.010 -0.031 -0.29
C 3.8788 8.3673 1.8707 -0.042 0.154 0.182 -0.37
C 5.2461 8.3993 2.5184 0.030 -0.097 -0.066 -0.97
C 3.3409 5.6018 -0.8220 -0.005 -0.010 -0.033 -0.82
H 3.1166 7.9834 2.5493 0.001 -0.057 -0.031 0.33
H 3.5726 9.3594 1.5465 0.011 -0.014 -0.070 0.27
H 5.5255 7.4225 2.9089 -0.015 -0.004 0.005 0.30
H 5.2370 9.1128 3.3428 -0.015 0.019 0.000 0.38
H 6.0037 8.7045 1.7970 -0.003 0.039 0.009 0.26
H 2.3531 6.0117 -1.0102 -0.007 -0.004 -0.003 0.32
H 3.3246 4.5150 -0.8764 -0.007 -0.008 0.017 0.26
H 4.0801 6.0110 -1.5051 0.009 -0.008 -0.006 0.32
O 2.6957 -0.5065 -1.5099 -0.213 -0.026 0.252 -0.69
S 3.3347 -1.3163 -2.5055 0.135 0.026 -0.272 1.29
O 4.4698 -2.0978 -2.1353 0.029 -0.117 0.071 -0.68
O 3.7158 -0.3669 -3.7266 0.024 -0.008 0.029 -0.22
C 4.4211 0.8615 -3.4019 0.092 0.235 0.030 -0.43
C 5.8876 0.6310 -3.1113 -0.026 -0.121 0.013 -1.10
C 2.1691 -2.3113 -3.3564 -0.121 0.040 -0.005 -0.99
H 3.9120 1.3441 -2.5674 -0.025 -0.058 0.019 0.42
H 4.2856 1.4835 -4.2849 -0.021 -0.059 -0.045 0.28
H 6.0275 0.0724 -2.1877 -0.013 0.014 0.014 0.28
H 6.3899 1.5935 -3.0122 -0.012 0.018 -0.007 0.40
H 6.3554 0.0712 -3.9210 0.009 0.032 -0.022 0.29
H 1.3404 -1.6837 -3.6773 -0.030 -0.035 0.005 0.24
H 1.8209 -3.0709 -2.6601 0.028 0.010 0.036 0.47
H 2.6650 -2.7764 -4.2049 -0.004 -0.015 -0.004 0.33
O -5.9368 -3.3251 1.4416 0.004 0.091 0.105 -0.66
S -5.4618 -4.3483 0.5588 -0.098 -0.052 -0.126 1.27
O -4.1109 -4.7977 0.6885 0.105 -0.043 0.042 -0.60
O -5.7521 -3.9140 -0.9351 0.050 -0.017 0.026 -0.26
C -5.3342 -2.5740 -1.3228 0.005 0.272 -0.087 -0.44
C -3.8470 -2.4776 -1.5624 0.036 -0.120 0.049 -0.72
C -6.5408 -5.7350 0.6060 -0.027 -0.007 0.012 -0.98
H -5.6683 -1.8767 -0.5540 -0.001 -0.038 0.034 0.34
H -5.9023 -2.3697 -2.2276 -0.025 -0.118 -0.011 0.26
H -3.2862 -2.6103 -0.6406 0.021 0.028 -0.017 0.11
H -3.6037 -1.4917 -1.9570 -0.011 0.022 0.009 0.37
H -3.5181 -3.2332 -2.2750 -0.035 -0.005 -0.054 0.30
H -7.5615 -5.3876 0.4764 -0.008 -0.002 -0.004 0.32
H -6.4108 -6.1973 1.5817 0.010 0.005 0.006 0.37
H -6.2522 -6.4232 -0.1834 0.007 -0.009 -0.001 0.32
O 1.4975 -2.9197 -6.7589 0.050 -0.126 0.088 -0.67
S 0.8580 -1.6392 -6.8142 0.049 0.146 -0.167 1.20
O -0.1811 -1.3445 -5.8763 -0.043 -0.005 0.154 -0.62
O 0.3321 -1.3937 -8.2878 -0.011 0.027 0.036 -0.27
C -0.4689 -2.4452 -8.8893 -0.115 -0.181 -0.139 -0.35
C -1.8958 -2.4474 -8.3857 0.039 0.072 0.095 -0.98
C 2.0614 -0.3614 -6.7698 0.018 0.017 -0.038 -0.39
H 0.0253 -3.4018 -8.7191 0.037 0.028 0.052 0.34
H -0.4266 -2.2287 -9.9541 0.027 0.071 0.010 0.28
H -1.9499 -2.7339 -7.3369 0.014 -0.008 -0.005 0.29
H -2.4815 -3.1579 -8.9694 0.007 -0.005 -0.026 0.39
H -2.3392 -1.4574 -8.4895 -0.015 -0.009 -0.036 0.26
H 2.8258 -0.5795 -7.5101 0.006 0.005 -0.008 0.35
H 2.4855 -0.3622 -5.7667 -0.005 -0.018 0.000 -0.13
H 1.5668 0.5841 -6.9753 -0.008 0.006 0.004 0.36
O -1.8882 -0.4747 8.8679 0.102 0.023 0.081 -0.65
S -2.5572 -0.8724 7.6687 -0.215 0.022 0.017 1.12
O -1.9148 -0.6571 6.4092 0.145 -0.075 -0.185 -0.51
O -4.0003 -0.2193 7.6414 0.013 -0.027 -0.026 -0.28
C -4.0816 1.2136 7.8694 -0.044 0.249 0.059 -0.35
C -3.6992 2.0188 6.6468 0.054 -0.112 -0.043 -0.95
C -3.0674 -2.5500 7.7861 -0.003 -0.024 0.005 -0.97
H -3.4653 1.4646 8.7328 0.036 -0.059 -0.007 0.35
H -5.1226 1.3752 8.1395 -0.022 -0.069 -0.024 0.27
H -2.6408 1.9175 6.4136 0.003 0.004 0.012 0.28
H -3.9127 3.0721 6.8293 -0.019 0.007 0.015 0.39
H -4.2691 1.6912 5.7778 -0.028 0.029 0.004 0.25
H -3.5868 -2.6905 8.7293 -0.004 -0.003 0.006 0.33
H -2.1624 -3.1522 7.7509 0.010 0.005 0.001 0.37
H -3.7110 -2.7772 6.9408 0.003 -0.002 -0.012 0.32
```
Positions in Å, forces in eV/Å.

Output
Frontier orbital gap (hartree): 0.28106
DFT total energy (eV): -146964.8792
Structure (SMILES): C[PH2](C[SH](=O)=O)P(O)I.CCOS(C)(=O)=O.CCOS(C)(=O)=O.CCOS(C)(=O)=O.CCOS(C)(=O)=O.CCOS(C)(=O)=O
Charge: 0

(2)
This record from the OMol25 dataset describes a structure of composition C17H49Li2O14. The level of theory is ωB97M-V with the def2-TZVPD basis set.

Geometry as XYZ:
```
82
Properties=species:S:1:pos:R:3:forces:R:3:mulliken_charge:R:1
Li -4.7054 -2.4651 17.2342 0.124 0.077 0.993 0.76
Li -7.3286 -0.7397 18.8247 0.915 -0.537 0.193 0.85
C -7.1724 -4.0124 18.9324 0.162 -0.175 -0.238 -1.15
C -6.0840 -3.1703 19.5517 0.547 0.009 1.134 1.05
O -5.8137 -1.9709 18.8563 -0.805 0.386 -0.948 -1.29
H -6.9004 -4.3430 17.9223 0.045 0.096 0.014 0.05
H -8.1142 -3.4606 18.8514 -0.075 -0.112 0.114 0.48
H -7.3201 -4.9185 19.5218 -0.244 0.080 -0.029 0.21
H -5.1696 -3.7700 19.7099 -0.038 0.034 -0.581 -0.18
H -6.3190 -2.9537 20.6134 -0.484 0.104 -0.243 -0.14
C -8.6826 -3.0979 23.2010 -0.009 0.063 -0.550 -0.63
C -9.1049 -4.5592 23.0590 0.240 0.132 0.377 0.42
C -7.9717 -5.4089 22.5550 0.717 -0.584 -0.074 -1.17
O -9.4079 -5.0893 24.3529 -0.211 -0.016 -0.232 -0.55
H -9.3174 -2.5864 23.9224 0.091 0.075 0.043 0.41
H -8.7481 -2.5536 22.2495 -0.128 -0.121 0.002 0.19
H -7.6346 -3.0457 23.4950 -0.077 0.010 0.348 -0.09
H -9.9686 -4.6576 22.3929 -0.077 0.043 0.065 0.29
H -8.2446 -6.4650 22.5191 -0.175 0.077 -0.125 0.40
H -7.1239 -5.3559 23.2453 -0.123 0.151 0.065 0.34
H -7.5805 -5.1140 21.5784 -0.260 0.130 0.025 0.06
H -10.2863 -4.7888 24.6051 0.025 0.006 0.101 0.33
C -9.1979 -5.9059 16.0965 0.216 1.178 -0.304 -0.44
C -7.9034 -6.6840 16.0791 -0.177 -0.404 0.410 0.29
O -7.9807 -7.8653 15.3194 0.161 -0.033 -0.184 -0.56
O -9.3629 -5.1217 14.9010 -0.091 -0.385 0.083 -0.53
H -9.2116 -5.2168 16.9522 -0.002 -0.210 0.110 0.10
H -10.0718 -6.5468 16.1567 0.078 -0.206 0.017 0.40
H -7.6682 -7.0005 17.0980 -0.091 -0.040 -0.011 0.00
H -7.0582 -6.0530 15.7593 -0.158 0.136 -0.107 0.11
H -8.2465 -7.6444 14.4197 -0.018 0.033 0.005 0.31
H -8.6568 -4.4698 14.8740 0.000 -0.014 -0.042 0.30
C -3.3431 1.5499 20.5200 -0.096 0.225 0.125 -0.58
C -3.4409 0.2734 19.7299 0.144 -0.064 0.465 -0.27
O -4.1253 -0.6976 20.5163 0.024 -0.015 -0.011 -0.11
O -4.6768 2.0246 20.7414 0.262 -0.044 -0.261 -0.56
H -2.7256 2.2717 19.9707 -0.189 0.025 -0.059 0.41
H -2.8311 1.3611 21.4681 -0.082 -0.081 0.011 0.28
H -2.4275 -0.0901 19.5300 -0.027 0.120 -0.185 0.21
H -3.9629 0.4621 18.7885 -0.067 -0.062 -0.036 0.39
H -4.7550 -1.1723 19.9385 0.009 -0.107 -0.313 0.19
H -4.6349 2.8750 21.1866 0.019 0.023 0.072 0.32
C -5.0713 -7.6952 18.0456 0.431 -0.640 -0.358 -0.25
C -4.5965 -7.0360 19.3044 -0.620 0.637 0.172 0.05
O -3.3770 -6.3197 19.1245 0.198 -0.047 0.075 -0.57
O -4.1983 -8.7715 17.6875 -0.182 0.280 0.200 -0.56
H -5.1194 -6.9712 17.2275 -0.038 0.108 0.094 0.09
H -6.0807 -8.0804 18.2142 0.039 -0.119 -0.026 0.28
H -4.5229 -7.7281 20.1422 0.122 -0.162 -0.104 0.53
H -5.3583 -6.2960 19.5778 0.137 0.018 0.101 -0.19
H -2.6477 -6.9163 19.3189 0.068 0.045 -0.093 0.27
H -3.8093 -8.5922 16.8288 -0.045 -0.067 -0.023 0.33
C -2.0974 -2.3585 16.5490 0.663 0.895 -0.111 -0.75
C -2.1070 -3.3445 17.6690 0.137 -0.318 0.395 0.19
O -3.4053 -3.9259 17.8234 0.156 0.633 -0.454 -0.34
O -3.1238 -1.3506 16.7880 -0.053 -0.820 -0.191 -0.37
H -2.1773 -2.7924 15.5503 -0.407 -0.102 0.088 0.37
H -1.1243 -1.8595 16.5884 -0.020 -0.059 -0.055 0.43
H -1.7807 -2.8284 18.5802 -0.317 -0.059 0.056 -0.18
H -1.3537 -4.1122 17.4713 -0.083 -0.040 -0.135 0.42
H -3.3237 -4.7588 18.3323 -0.195 -0.156 0.049 0.16
H -2.8426 -0.5177 16.3997 -0.107 -0.005 -0.018 0.20
C -4.3823 -0.1871 23.7717 -0.177 0.643 -0.114 0.02
C -5.1109 -1.5235 23.7791 0.201 0.620 0.319 -0.30
O -4.5037 -2.4608 22.9031 -0.368 -0.247 -0.058 -0.39
O -4.7170 0.5681 24.9316 0.113 -0.025 -0.052 -0.61
H -4.7311 0.4203 22.9325 0.060 -0.104 -0.051 -0.09
H -3.3016 -0.2998 23.6410 0.005 -0.221 0.218 0.38
H -6.1581 -1.3162 23.5415 -0.036 -0.322 -0.136 0.19
H -5.0926 -1.9155 24.7960 0.126 -0.279 -0.094 0.43
H -4.7146 -2.2085 21.9971 0.206 0.158 0.054 0.02
H -4.1198 0.3302 25.6466 -0.028 -0.043 0.024 0.37
C -0.7136 -2.0237 21.4345 -0.271 0.082 -0.220 -0.43
C -1.6294 -3.2256 21.4418 0.665 -0.536 -0.395 0.04
O -1.9656 -3.6738 22.7238 -0.269 0.141 -0.072 -0.62
O -1.3819 -0.8128 21.7622 -0.071 -0.029 0.070 -0.48
H -0.2852 -1.9655 20.4205 0.116 0.206 0.119 0.27
H 0.0851 -2.1675 22.1608 0.097 -0.049 -0.073 0.34
H -1.0821 -4.0363 20.9382 -0.022 -0.015 0.165 0.38
H -2.4997 -3.0376 20.7915 -0.165 0.127 0.252 -0.12
H -2.7387 -3.1598 22.9993 -0.138 -0.142 0.195 0.50
H -2.3320 -0.9640 21.6661 0.000 0.008 -0.048 0.09
```
Positions in Å, forces in eV/Å.

Output
Frontier orbital gap (hartree): 0.28717
ΔE to the lowest compared entry with this formula, charge and spin (eV): 0.812
DFT total energy (eV): -47492.8172
Charge: +1

Maximum force (computed, eV/A): 0.4 1.3